A 19-piece molecular cluster, C76H152O38 overall in a non-equilibrium geometry, computed with ωB97M-V/def2-TZVPD.

E_HOMO   -10.02 eV
Energy above the lowest of the compared OMol25 structures with the same formula, charge and spin   1.7107 eV
Maximum force   0.0890 Eh/bohr

Cartesian coordinates (Å):
1 O -0.641 -7.612 -4.351
2 C -1.002 -6.513 -4.733
3 O -1.320 -6.228 -6.020
4 C -1.387 -7.405 -6.852
5 C -0.050 -7.629 -7.520
6 C -1.086 -5.279 -3.917
7 H -2.150 -7.128 -7.598
8 H -1.673 -8.256 -6.173
9 H 0.362 -6.640 -7.822
10 H -0.121 -8.237 -8.454
11 H 0.686 -8.047 -6.860
12 H -0.847 -5.479 -2.866
13 H -2.099 -4.885 -3.994
14 H -0.358 -4.624 -4.379
15 O -0.429 -4.852 2.859
16 C -0.437 -4.872 4.074
17 O -1.553 -4.797 4.797
18 C -2.801 -4.722 4.020
19 C -3.901 -4.117 4.855
20 C 0.796 -4.914 4.892
21 H -3.034 -5.693 3.635
22 H -2.687 -4.057 3.147
23 H -4.868 -4.176 4.308
24 H -3.779 -3.072 5.120
25 H -4.020 -4.721 5.761
26 H 0.851 -4.124 5.681
27 H 1.700 -4.955 4.221
28 H 0.864 -5.861 5.476
29 O 5.062 -0.460 -1.410
30 C 4.237 0.333 -1.040
31 O 4.431 1.195 -0.002
32 C 5.569 1.063 0.834
33 C 5.077 0.495 2.153
34 C 3.021 0.719 -1.902
35 H 6.126 1.990 0.881
36 H 6.306 0.411 0.402
37 H 4.420 -0.332 1.965
38 H 4.496 1.235 2.784
39 H 5.942 0.210 2.804
40 H 2.555 -0.177 -2.299
41 H 3.371 1.343 -2.756
42 H 2.249 1.309 -1.367
43 O 1.429 -10.178 4.451
44 C 1.090 -9.031 4.368
45 O 1.122 -8.208 5.496
46 C 1.664 -8.868 6.691
47 C 2.054 -7.817 7.694
48 C 0.648 -8.360 3.142
49 H 2.600 -9.399 6.464
50 H 0.889 -9.633 6.936
51 H 1.257 -7.115 8.000
52 H 2.727 -7.144 7.187
53 H 2.612 -8.146 8.530
54 H 1.526 -8.332 2.479
55 H 0.116 -7.458 3.320
56 H -0.028 -9.172 2.787
57 O -2.022 -7.091 1.657
58 C -1.750 -7.164 0.501
59 O -1.762 -6.141 -0.375
60 C -2.274 -4.879 0.146
61 C -3.752 -4.984 0.200
62 C -1.213 -8.420 -0.132
63 H -1.958 -4.120 -0.610
64 H -1.929 -4.676 1.129
65 H -4.261 -4.045 0.350
66 H -4.006 -5.698 0.995
67 H -4.212 -5.480 -0.667
68 H -0.906 -8.218 -1.158
69 H -1.944 -9.228 -0.195
70 H -0.484 -8.758 0.569
71 O -4.116 2.064 -1.486
72 C -5.303 1.861 -1.293
73 O -6.045 1.081 -2.009
74 C -5.292 0.127 -2.905
75 C -6.321 -0.752 -3.501
76 C -6.131 2.636 -0.227
77 H -4.595 -0.453 -2.304
78 H -4.737 0.695 -3.642
79 H -6.990 -1.209 -2.758
80 H -5.838 -1.568 -4.093
81 H -6.954 -0.205 -4.187
82 H -6.603 3.472 -0.790
83 H -5.508 3.007 0.572
84 H -6.956 2.001 0.203
85 O -3.939 -1.720 1.806
86 C -4.302 -0.611 1.451
87 O -5.543 -0.287 1.112
88 C -6.406 -1.448 1.008
89 C -7.794 -1.001 0.551
90 C -3.443 0.621 1.464
91 H -6.431 -1.981 2.003
92 H -5.934 -2.146 0.292
93 H -7.821 -0.673 -0.472
94 H -8.104 -0.202 1.194
95 H -8.524 -1.792 0.611
96 H -3.901 1.395 0.847
97 H -2.424 0.360 1.174
98 H -3.310 0.761 2.517
99 O -3.100 3.529 3.884
100 C -1.934 3.581 3.761
101 O -1.044 2.552 4.156
102 C -1.675 1.432 4.796
103 C -2.067 1.783 6.209
104 C -1.213 4.744 3.136
105 H -0.981 0.612 4.833
106 H -2.548 1.098 4.250
107 H -2.379 0.891 6.715
108 H -2.864 2.544 6.357
109 H -1.184 2.109 6.766
110 H -0.762 5.474 3.854
111 H -2.000 5.350 2.590
112 H -0.385 4.429 2.520
113 O 4.347 3.236 -3.707
114 C 4.574 3.418 -4.929
115 O 5.379 4.369 -5.399
116 C 6.152 5.094 -4.502
117 C 5.412 6.431 -4.197
118 C 3.708 2.763 -5.891
119 H 7.105 5.224 -5.053
120 H 6.139 4.614 -3.518
121 H 5.262 7.127 -5.039
122 H 6.022 6.948 -3.478
123 H 4.440 6.286 -3.772
124 H 2.634 3.028 -5.754
125 H 3.830 1.694 -5.725
126 H 3.941 3.010 -6.899
127 O 0.439 5.336 -5.151
128 C 0.697 5.256 -3.958
129 O 0.788 6.288 -3.138
130 C 0.694 7.615 -3.708
131 C 2.061 8.123 -4.161
132 C 0.958 3.944 -3.251
133 H 0.321 8.187 -2.871
134 H -0.068 7.601 -4.491
135 H 2.681 7.952 -3.284
136 H 2.042 9.161 -4.367
137 H 2.484 7.467 -4.908
138 H 1.908 3.918 -2.648
139 H 1.030 3.189 -4.001
140 H 0.096 3.713 -2.571
141 O -1.673 9.134 -1.255
142 C -2.233 8.654 -0.290
143 O -2.400 7.310 -0.068
144 C -1.822 6.450 -1.075
145 C -2.217 5.059 -0.770
146 C -2.789 9.455 0.849
147 H -0.772 6.573 -0.890
148 H -2.167 6.674 -2.066
149 H -3.285 4.877 -0.863
150 H -2.011 4.747 0.245
151 H -1.666 4.364 -1.418
152 H -1.856 9.788 1.304
153 H -3.351 8.897 1.607
154 H -3.349 10.360 0.581
155 O 1.998 4.484 8.301
156 C 2.666 5.094 7.545
157 O 2.629 4.856 6.215
158 C 1.772 3.789 5.746
159 C 2.319 3.096 4.529
160 C 3.537 6.266 7.936
161 H 0.804 4.339 5.623
162 H 1.596 3.035 6.520
163 H 3.226 2.556 4.800
164 H 2.562 3.870 3.732
165 H 1.549 2.474 4.136
166 H 4.471 6.233 7.456
167 H 3.694 6.325 9.025
168 H 3.138 7.205 7.488
169 O 1.104 5.323 -0.019
170 C 1.742 5.859 0.852
171 O 2.982 5.544 1.243
172 C 3.637 4.428 0.649
173 C 4.613 4.859 -0.524
174 C 1.267 7.172 1.460
175 H 2.968 3.616 0.326
176 H 4.222 3.985 1.476
177 H 5.411 5.450 -0.162
178 H 4.119 5.407 -1.320
179 H 4.970 3.857 -0.900
180 H 1.557 7.969 0.712
181 H 1.717 7.412 2.448
182 H 0.194 7.112 1.632
183 O 3.137 -2.374 6.207
184 C 2.382 -1.792 5.499
185 O 2.436 -1.875 4.122
186 C 3.478 -2.714 3.628
187 C 3.224 -3.083 2.218
188 C 1.213 -0.971 6.062
189 H 3.545 -3.583 4.301
190 H 4.439 -2.168 3.663
191 H 3.233 -2.253 1.557
192 H 2.280 -3.673 2.219
193 H 4.042 -3.779 1.958
194 H 1.425 -0.879 7.089
195 H 0.269 -1.485 5.878
196 H 1.200 0.033 5.618
197 O 2.441 -1.828 -4.582
198 C 3.663 -2.119 -4.494
199 O 4.204 -2.955 -3.636
200 C 3.334 -3.530 -2.630
201 C 4.255 -3.783 -1.446
202 C 4.681 -1.569 -5.490
203 H 2.907 -4.498 -2.971
204 H 2.623 -2.780 -2.377
205 H 3.717 -4.295 -0.651
206 H 4.668 -2.836 -1.096
207 H 5.131 -4.369 -1.810
208 H 5.284 -2.373 -5.854
209 H 5.384 -0.854 -5.046
210 H 4.078 -1.052 -6.220
211 O -5.152 5.639 -2.322
212 C -4.656 6.236 -3.245
213 O -4.298 5.564 -4.356
214 C -4.427 4.142 -4.367
215 C -4.500 3.594 -5.763
216 C -4.480 7.772 -3.366
217 H -5.291 3.766 -3.811
218 H -3.550 3.744 -3.865
219 H -5.405 3.931 -6.229
220 H -4.442 2.519 -5.775
221 H -3.666 3.981 -6.390
222 H -5.259 8.108 -4.098
223 H -3.469 8.013 -3.781
224 H -4.556 8.233 -2.395
225 O 1.174 -0.801 0.497
226 C 0.470 -0.505 1.433
227 O 0.264 0.768 1.811
228 C 0.700 1.895 1.070
229 C -0.181 2.189 -0.185
230 C -0.196 -1.502 2.298
231 H 1.713 1.679 0.780
232 H 0.664 2.699 1.823
233 H -0.051 1.342 -0.895
234 H 0.088 3.164 -0.672
235 H -1.284 2.353 0.004
236 H 0.377 -2.398 2.396
237 H -1.250 -1.636 1.944
238 H -0.326 -1.102 3.329
239 O -2.567 -0.819 -4.281
240 C -1.808 0.073 -3.946
241 O -0.786 -0.045 -3.095
242 C -0.640 -1.268 -2.433
243 C -1.768 -1.349 -1.398
244 C -1.862 1.538 -4.399
245 H 0.248 -1.342 -1.853
246 H -0.643 -2.185 -3.079
247 H -1.948 -0.344 -1.029
248 H -1.421 -1.898 -0.522
249 H -2.691 -1.781 -1.828
250 H -0.914 1.989 -4.607
251 H -2.392 2.153 -3.681
252 H -2.373 1.516 -5.354
253 O 2.164 -6.366 0.777
254 C 1.581 -5.915 -0.189
255 O 1.445 -6.530 -1.343
256 C 1.917 -7.946 -1.368
257 C 3.387 -7.879 -1.635
258 C 0.947 -4.541 -0.120
259 H 1.339 -8.344 -2.191
260 H 1.615 -8.404 -0.421
261 H 3.836 -8.831 -1.796
262 H 3.827 -7.388 -0.786
263 H 3.641 -7.305 -2.581
264 H 1.728 -3.762 -0.036
265 H 0.415 -4.568 0.865
266 H 0.378 -4.194 -0.974